{"formula": "C4H6N2", "method": "ωB97M-V/def2-TZVPD", "relative_energy_kcal_mol": 136.68, "homo_lumo_gap_ev": [7.956, 8.429], "fmax_ev_per_a": 2.85, "charge": 0, "elements": ["C", "C", "N", "H", "H", "H", "N", "C", "C", "H", "H", "H"], "coordinates": [[-0.101540, -1.481912, -1.169798], [-0.269690, -0.774774, 0.108569], [-0.546503, -1.097550, 1.253005], [0.778891, -1.076613, -1.672229], [-0.960188, -1.276630, -1.811171], [0.027508, -2.553174, -1.024566], [0.031181, 0.993099, 1.721535], [0.156437, 0.996164, 0.289701], [0.417932, 1.931171, -0.515441], [0.788612, 0.594021, 2.271101], [-0.655187, 1.629807, 2.115956], [0.332547, 2.116392, -1.566663]], "forces_ev_per_angstrom": [[0.2, 0.2, -0.6], [0.1, 0.1, 1.6], [0.0, -0.7, -1.9], [0.0, -0.1, 0.0], [0.0, -0.1, 0.0], [-0.1, 0.0, 0.0], [0.1, 1.3, -0.5], [-0.1, -0.9, 2.7], [-0.6, -0.6, -0.9], [-0.6, 0.5, -0.2], [0.9, -0.1, 0.0], [0.3, 0.4, -0.2]]}

{"formula": "C4H6N2", "method": "ωB97M-V/def2-TZVPD", "relative_energy_kcal_mol": 157.30, "homo_lumo_gap_ev": [7.413, 8.385], "fmax_ev_per_a": 5.02, "charge": 0, "elements": ["C", "C", "C", "C", "N", "N", "H", "H", "H", "H", "H", "H"], "coordinates": [[-1.349957, -0.325346, -0.081733], [-0.098773, -0.579404, 0.102775], [-2.473822, 0.315442, 0.006865], [2.105933, 1.067070, 0.049401], [-3.653520, 0.481011, -0.034418], [0.682606, -1.677092, 0.012433], [2.259432, 1.325468, -0.955348], [2.947103, 0.402355, 0.561221], [1.943128, 1.915343, 0.540715], [-4.086448, 1.301456, 0.151698], [0.094024, -2.432135, -0.279858], [1.630297, -1.794167, -0.073751]], "forces_ev_per_angstrom": [[1.1, 0.3, 0.5], [1.5, 0.5, -0.5], [2.1, -1.3, -0.2], [2.5, -4.3, 0.4], [-0.9, -2.1, -0.6], [-4.1, 0.3, 0.2], [0.1, -0.5, -1.6], [-2.1, 1.2, -1.3], [-1.2, 3.2, 2.6], [-1.7, 3.1, 0.7], [0.4, -0.9, -0.1], [2.3, 0.6, -0.1]]}

{"formula": "C4H6N2", "method": "ωB97M-V/def2-TZVPD", "relative_energy_kcal_mol": 105.49, "homo_lumo_gap_ev": 7.454, "fmax_ev_per_a": 1.40, "charge": 0, "elements": ["N", "C", "C", "C", "C", "N", "H", "H", "H", "H", "H", "H"], "coordinates": [[2.163005, -0.676103, -1.668787], [1.465378, -0.592194, -0.744081], [0.687599, -0.346032, 0.509203], [0.128528, 1.050027, 0.769109], [-0.899173, 0.715156, -0.310178], [-0.762365, -0.707211, 0.232713], [1.139366, -0.947331, 1.306259], [-1.156530, -0.593944, 1.175489], [0.777738, 1.913400, 0.655061], [-0.575015, 0.643605, -1.368652], [-1.928171, 1.087029, -0.270669], [-1.040363, -1.546407, -0.285467]], "forces_ev_per_angstrom": [[-0.9, 0.0, 1.1], [0.8, 0.0, -1.0], [0.1, -0.2, 0.3], [0.3, 0.3, -0.3], [-0.3, 0.0, -0.1], [-0.2, -0.2, 0.0], [0.0, 0.2, -0.1], [-0.2, -0.3, -0.1], [0.0, -0.1, -0.1], [0.0, 0.1, 0.2], [0.2, 0.0, 0.1], [0.1, 0.2, 0.0]]}

Question: Number 3 is which compound?
Answer: C4H6N2